(1)
17
Properties=species:S:1:pos:R:3 method="wB97M-V/def2-TZVPD" homo_lumo_gap_ev=8.279 energy_ev=-10118.1356 lumo_energy_ev=0.2
C 0.78562 -1.07228 0.60348
C -0.28739 -0.03618 0.20371
C -1.43948 0.09931 1.17143
C -1.84889 -0.95783 2.00558
C -0.27883 0.85815 -0.84655
C 0.66880 1.23846 -2.01085
C 2.02574 0.99357 -1.73372
H 1.58006 -1.44375 -0.09251
H 1.21392 -0.50704 1.39073
H 0.14378 -1.72648 1.05118
H -2.31719 0.80498 0.78372
H -2.89033 -0.96809 2.30058
H -1.20973 -1.84180 2.19090
H 0.16048 1.70686 -2.98219
H 2.80658 0.96182 -2.43195
H 2.29710 0.31579 -0.76056
F -1.41025 1.57452 -0.84297


(2)
58
Properties=species:S:1:pos:R:3 method="wB97M-V/def2-TZVPD" homo_lumo_gap_ev=7.229 energy_ev=-60795.3207 lumo_energy_ev=-7.1 charge=+2
La -1.45458 -0.32097 -0.10227
Cl -3.33781 -1.88515 0.54933
P 0.66739 1.23665 -1.42996
C 1.95223 0.74196 -2.62308
C 3.08206 1.53219 -2.90529
C 4.04240 1.09214 -3.82558
C 3.88660 -0.14138 -4.46592
C 2.76097 -0.92966 -4.19485
C 1.80462 -0.50225 -3.27521
C -0.92349 1.33232 -2.41514
C -2.09220 1.78288 -1.71280
C -3.32918 1.76485 -2.38300
C -3.35575 1.50289 -3.75394
C -2.20806 1.11793 -4.44294
C -0.98541 1.02818 -3.78093
C 0.97952 3.00994 -1.11297
C 1.10359 3.43699 0.22845
C 1.29796 4.79369 0.49457
C 1.37961 5.71264 -0.55817
C 1.25086 5.28925 -1.88601
C 1.03785 3.93594 -2.16739
H -2.00169 2.20735 -0.68999
H -4.25308 2.01088 -1.84216
H -4.29876 1.61539 -4.29955
H -2.26922 0.89958 -5.51635
H -0.06936 0.74169 -4.30557
H 3.19555 2.49923 -2.41261
H 4.92110 1.70487 -4.04859
H 4.64721 -0.49880 -5.16851
H 2.63937 -1.88561 -4.70950
H 0.92001 -1.11496 -3.08461
H 1.05031 2.69271 1.03112
H 1.39964 5.14653 1.52362
H 1.55554 6.76626 -0.34297
H 1.31888 6.01025 -2.70217
H 0.92464 3.59846 -3.20468
H 3.53687 0.19306 0.42077
H 3.43882 0.86040 0.73259
C -1.57629 -5.87043 3.37767
C -0.56833 -4.76113 3.64844
N -0.77564 -3.64276 2.68254
C -0.44316 -2.37545 3.00081
S 0.27538 -1.29605 1.82804
N -0.62425 -1.97807 4.28948
C -1.95848 -2.20834 4.97031
C -1.76708 -2.35772 6.46981
H -2.60051 -5.47954 3.30148
H -1.52741 -6.57818 4.21298
H -1.35263 -6.40563 2.44499
H -0.66504 -4.34483 4.65748
H 0.46241 -5.14539 3.54303
H -0.58086 -3.88260 1.71386
H -0.27999 -1.03194 4.45695
H -2.61030 -1.34507 4.75195
H -2.42257 -3.08941 4.51238
H -1.51449 -1.39314 6.92862
H -2.71459 -2.71742 6.88894
H -0.97121 -3.07522 6.70252


(3)
11
Properties=species:S:1:pos:R:3 method="wB97M-V/def2-TZVPD" homo_lumo_gap_ev=10.223 energy_ev=-19256.3410 lumo_energy_ev=-0.6
C 2.03413 0.00541 -1.04077
C -0.98999 -0.29994 -0.78371
C -0.79522 0.67822 0.26617
C -0.15198 -0.24669 1.37102
C 0.26148 -0.24505 0.00642
N 2.87445 0.18842 -1.78647
Cl 0.83062 0.46090 2.61735
H -1.69150 -1.03211 -0.60526
H -0.90277 -0.19106 -1.93587
H -0.72627 1.78483 0.32928
H -0.74294 -1.10293 1.56183


(4)
24
Properties=species:S:1:pos:R:3 method="wB97M-V/def2-TZVPD" homo_lumo_gap_ev=8.154 energy_ev=-13059.7671 lumo_energy_ev=0.3
C 0.44771 0.88179 -2.82024
N 0.18108 -0.48260 -2.39585
C 0.31089 -0.77092 -1.04735
C -0.39041 -1.69564 -0.38413
C -0.15897 -2.01482 1.04502
C -1.07101 -1.86544 1.99426
H 1.45639 1.17002 -2.53726
H 0.34420 0.93023 -3.90359
H -0.24432 1.60241 -2.37590
H -0.61073 -0.93208 -2.83910
H 1.08770 -0.19464 -0.55359
H -1.17727 -2.23023 -0.91035
H 0.81873 -2.41428 1.29767
H -0.87744 -2.13173 3.02871
H -2.05904 -1.46830 1.79722
H 2.70645 0.22258 1.93083
H 3.16389 1.61755 1.46581
O 2.42630 1.14061 1.85874
H -2.12492 0.15356 -0.30319
H -1.69913 1.35166 0.53335
O -2.47877 0.94026 0.12336
H -0.54428 2.32435 2.19860
H 0.68328 1.73028 1.48633
O -0.19034 2.13536 1.31064


(5)
40
Properties=species:S:1:pos:R:3 method="wB97M-V/def2-TZVPD" homo_lumo_gap_ev=7.231 energy_ev=-29883.9838 lumo_energy_ev=0.4
O 0.14561 -1.28408 2.10907
N 3.32874 -1.07594 -3.57889
N 4.55507 -1.76841 -3.47761
O -2.59289 0.96019 -0.91784
C -0.62669 -1.00166 1.20687
C 2.66663 -1.32518 -2.44905
C 4.80908 -2.17592 -2.19567
C 1.28510 -1.06110 -1.91489
C 3.70566 -1.82099 -1.49146
C 3.41547 -1.98856 -0.13121
C 1.08030 -1.16867 -0.50429
C -0.79473 3.94531 0.38076
C -1.38785 3.98223 1.69596
C -1.36666 3.00487 -0.50838
C -2.16090 2.88400 2.12583
C -2.15846 1.92450 -0.00351
C -2.51967 1.89717 1.30641
N 5.88961 -2.91127 -1.99429
N -0.17450 -0.68027 -0.02573
N 2.10593 -1.71888 0.32536
N -1.99511 -1.26843 1.47594
C -3.39740 -0.20199 -0.39490
C -3.30860 0.81082 1.94581
C -3.15946 -0.48880 1.09438
H 0.51394 -0.80760 -2.69348
H 4.26407 -2.21541 0.45573
H -0.10316 4.67822 -0.08734
H -1.02654 4.73297 2.38034
H -1.23067 3.06026 -1.60337
H -2.50808 2.98407 3.12242
H 6.17419 -3.16189 -0.98751
H 6.47133 -3.04243 -2.78263
H -0.76191 -0.10685 -0.57789
H 1.98646 -1.71104 1.33093
H -2.00356 -1.50509 2.42958
H -4.38455 0.13634 -0.45269
H -3.32179 -1.13404 -0.93483
H -4.30780 1.24490 1.96329
H -3.06474 0.56582 2.98999
H -4.04145 -1.18715 1.36878


(6)
31
Properties=species:S:1:pos:R:3 method="wB97M-V/def2-TZVPD" homo_lumo_gap_ev=9.529 energy_ev=-23097.3262 lumo_energy_ev=0.7
C -2.57666 3.69229 1.27418
C -2.28702 3.56416 -0.07403
C -2.44439 2.59631 2.11049
C -1.85798 2.34998 -0.57822
C -2.02228 1.38370 1.59668
C -1.71189 1.23862 0.24745
C 0.84118 0.68872 -2.17080
C -0.13556 -0.19198 -2.00767
C 2.07892 -0.98869 1.05782
C 0.77253 -3.97519 -2.20497
C 0.70728 -0.70691 1.66434
N -0.38007 -1.25757 0.88581
O 0.90814 -4.10426 -1.02708
Si -1.14992 -0.43833 -0.42132
H -2.90733 4.64153 1.67221
H -2.39157 4.42070 -0.72851
H -2.67025 2.69102 3.16427
H -1.63048 2.25937 -1.63170
H -1.93325 0.52491 2.24568
H 1.41127 0.77201 -3.08777
H 1.10950 1.38499 -1.39096
H -0.35835 -0.85559 -2.83599
H 2.86277 -0.54340 1.66564
H 2.25249 -2.06218 0.99005
H 2.12793 -0.57016 0.05436
H -0.21212 -3.82440 -2.67650
H 1.62059 -4.00134 -2.90854
H -2.28728 -1.31431 -0.75067
H 0.66024 -1.12697 2.67651
H 0.55548 0.37194 1.73729
H -0.27343 -2.25790 0.78474


Energy relative to the best compared isomer or geometry (same formula, charge and spin) readings, ordered: 75.99, 0.00, 104.51, 46.43, 67.54, 19.87 kcal/mol
Largest force on an atom readings, ordered: 4.5, 1.7, 6.4, 0.8, 6.1, 0.6 eV/Å
HOMO energy readings, ordered: -0.2971, -0.5267, -0.3962, -0.2900, -0.2513, -0.3241 Ha